{
  "formula": "C2H2N2O3",
  "method": "the ωB97M-V functional and the def2-TZVPD basis",
  "lumo_energy_ev": [-1.512, -1.512],
  "smiles": "O=C/N=[N+](\\[O-])C=O",
  "de_lowest_kcal_mol": 92.37,
  "homo_lumo_gap_ev": [9.149, 9.150],
  "homo_energy_ev": [-10.66, -10.66],
  "symbols": ["O", "C", "N", "N", "O", "C", "O", "H", "H"],
  "positions_angstrom": [[2.600, -0.232, 0.678], [1.725, 0.212, 0.005], [0.553, -0.458, -0.277], [-0.525, 0.272, 0.031], [-0.450, 1.315, 0.616], [-1.761, -0.587, -0.129], [-2.603, -0.425, 0.649], [1.876, 1.208, -0.649], [-1.414, -1.305, -0.925]]
}

{
  "formula": "C2H2N2O3",
  "method": "the ωB97M-V functional and the def2-TZVPD basis",
  "lumo_energy_ev": [-1.540, -4.936],
  "de_lowest_kcal_mol": 184.28,
  "homo_lumo_gap_ev": [9.924, 4.395],
  "homo_energy_ev": [-11.46, -9.33],
  "symbols": ["C", "C", "N", "N", "O", "O", "O", "H", "H"],
  "positions_angstrom": [[-1.994, -0.649, 2.208], [0.311, 0.072, 0.150], [-2.846, 0.065, 2.437], [0.487, -0.245, -1.205], [0.196, -1.222, -1.872], [1.377, 0.575, -1.817], [1.031, 0.987, 0.486], [-0.150, -0.754, 0.677], [1.589, 1.170, -1.064]]
}

{
  "formula": "C2H2N2O3",
  "method": "the ωB97M-V functional and the def2-TZVPD basis",
  "lumo_energy_ev": -0.127,
  "smiles": "O=c1ncon1O",
  "de_lowest_kcal_mol": 72.74,
  "homo_lumo_gap_ev": 10.540,
  "homo_energy_ev": -10.67,
  "symbols": ["O", "C", "N", "C", "O", "N", "O", "H", "H"],
  "positions_angstrom": [[1.707, -1.347, -0.176], [0.601, -0.827, -0.172], [-0.696, -1.274, 0.023], [-1.453, -0.268, -0.034], [-0.870, 0.914, -0.240], [0.490, 0.549, -0.574], [1.369, 1.355, 0.074], [-2.554, -0.145, 0.125], [1.406, 1.042, 0.975]]
}